The following is a quantum chemistry calculation of a cluster of 5 separate species, C47H35NO14 in total, from the Open Molecules 2025 dataset.

Each line ends with the Löwdin charge.
Atoms and positions in Å:
C: 6.02 0.73 3.71  0.1586
C: 5.15 1.17 3.02  -0.0848
C: 4.02 1.59 2.25  -0.1626
C: 3.25 0.61 1.62  0.0521
C: 2.15 1.01 0.88  -0.0764
C: 1.84 2.36 0.77  -0.0699
C: 2.61 3.34 1.37  0.0689
C: 3.71 2.96 2.13  -0.1416
C: 4.52 4.01 2.83  -0.0807
C: 3.96 4.21 4.24  -0.2262
O: 3.84 3.31 5.02  0.0712
C: 0.63 2.77 0.01  -0.2635
O: 0.66 3.75 -0.71  0.1103
C: -0.54 1.87 0.19  -0.0250
C: -0.23 0.52 0.26  -0.0663
C: -1.23 -0.42 0.43  0.0596
C: -2.54 -0.01 0.56  -0.1279
C: -3.56 -1.09 0.84  -0.2147
N: -3.98 -1.08 2.26  0.0408
C: -2.87 1.36 0.51  -0.0734
C: -4.31 1.81 0.71  -0.1647
O: -5.27 1.06 0.00  -0.1882
C: -5.09 1.13 -1.42  -0.0708
C: -1.86 2.30 0.30  -0.0687
C: -2.12 3.78 0.23  -0.0315
C: -1.87 4.42 1.57  -0.4798
O: -0.81 4.44 2.11  0.1430
O: -2.98 5.00 2.12  0.1032
C: 1.20 0.09 0.18  -0.2589
O: 1.51 -0.92 -0.42  0.1233
H: 6.95 0.42 4.13  0.0344
H: 3.52 -0.43 1.72  0.1403
H: 2.34 4.37 1.24  0.1275
H: 4.42 4.95 2.31  0.1021
H: 5.57 3.72 2.90  0.1260
H: 3.63 5.23 4.51  0.1230
H: -0.99 -1.47 0.49  0.1327
H: -3.09 -2.05 0.64  0.0990
H: -4.42 -1.02 0.17  0.0978
H: -3.63 -0.24 2.70  0.0639
H: -3.50 -1.84 2.74  0.0460
H: -4.56 1.69 1.76  0.1353
H: -4.45 2.86 0.47  0.1101
H: -4.52 0.27 -1.76  0.0881
H: -4.58 2.05 -1.69  0.0921
H: -6.08 1.13 -1.86  0.0909
H: -3.13 4.01 -0.08  0.1081
H: -1.46 4.27 -0.48  0.1227
H: -3.01 4.80 3.06  0.1267
O: 6.31 0.32 -0.31  0.1055
C: 5.93 -0.62 -0.97  -0.3727
C: 4.49 -0.93 -1.12  0.0233
C: 4.09 -1.97 -1.84  0.0280
C: 5.05 -2.85 -2.56  -0.3839
O: 4.67 -3.79 -3.22  0.1043
C: 6.49 -2.53 -2.42  0.0184
C: 6.90 -1.49 -1.68  0.0194
H: 3.79 -0.30 -0.61  0.0758
H: 3.04 -2.21 -1.95  0.1116
H: 7.18 -3.18 -2.94  0.1199
H: 7.95 -1.24 -1.56  0.1197
O: 3.57 6.99 -5.16  0.1055
C: 3.61 6.85 -3.96  -0.3868
C: 2.96 5.70 -3.29  0.0289
C: 3.00 5.55 -1.97  0.0299
C: 3.71 6.53 -1.11  -0.3687
O: 3.76 6.39 0.10  0.0940
C: 4.37 7.68 -1.78  0.0193
C: 4.33 7.82 -3.10  0.0209
H: 2.44 5.00 -3.93  0.1236
H: 2.53 4.72 -1.46  0.0902
H: 4.89 8.38 -1.13  0.1204
H: 4.80 8.65 -3.61  0.1213
O: -3.06 -4.12 2.57  0.0909
C: -3.98 -4.78 2.14  -0.3677
C: -4.03 -6.25 2.35  0.0256
C: -5.03 -6.98 1.88  0.0158
C: -6.15 -6.35 1.12  -0.4014
O: -7.06 -7.02 0.68  0.1001
C: -6.09 -4.89 0.90  0.0165
C: -5.08 -4.16 1.38  0.0091
H: -3.21 -6.68 2.91  0.1224
H: -5.09 -8.05 2.02  0.1231
H: -6.90 -4.45 0.34  0.1297
H: -5.03 -3.09 1.23  0.0924
O: -4.25 -4.83 -1.36  0.0993
C: -3.57 -5.73 -1.81  -0.3627
C: -2.30 -5.45 -2.53  0.0234
C: -1.55 -6.43 -3.02  0.0261
C: -1.94 -7.85 -2.87  -0.3841
O: -1.26 -8.74 -3.31  0.1137
C: -3.21 -8.14 -2.15  0.0296
C: -3.96 -7.15 -1.66  0.0276
H: -2.03 -4.40 -2.62  0.1218
H: -0.62 -6.24 -3.54  0.1246
H: -3.48 -9.18 -2.06  0.1245
H: -4.90 -7.35 -1.14  0.1099

charge	0
spin multiplicity	1
frontier orbital gap	0.2685	Ha
structure (SMILES)	C#Cc1cc2c(cc1CC=O)C(=O)c1c(cc(CN)c(COC)c1CC(=O)O)C2=O.O=C1C=CC(=O)C=C1.O=C1C=CC(=O)C=C1.O=C1C=CC(=O)C=C1.O=C1C=CC(=O)C=C1
HOMO level	-9.038	eV

---

The following is a quantum chemistry calculation of a structure of composition C47H36BrN5O5SSc in a non-equilibrium geometry, from the Open Molecules 2025 dataset.

Each line ends with the Löwdin charge.
Atoms and positions in Å:
Sc: -0.19 0.62 -0.37  0.7927
C: 7.61 -0.90 -0.51  -0.1058
C: 6.88 -0.45 -1.60  -0.0858
C: 5.52 -0.24 -1.48  -0.0330
C: 4.85 -0.49 -0.28  -0.2272
C: 5.59 -0.95 0.80  -0.0354
C: 6.96 -1.15 0.69  -0.0907
C: 3.38 -0.26 -0.18  -0.0947
C: 2.53 -1.12 -0.90  -0.2100
C: 3.04 -2.33 -1.57  0.0320
C: 2.02 -2.91 -2.20  0.0294
C: 0.81 -2.07 -1.99  -0.2383
N: 1.23 -0.98 -1.12  0.0801
C: -0.57 -2.78 -1.64  -0.2308
C: -1.28 -2.49 -0.37  -0.2022
C: -2.21 -3.38 0.21  -0.0131
C: -2.87 -2.67 1.18  -0.0141
C: -2.30 -1.38 1.20  -0.2460
C: -2.76 -0.32 2.02  -0.0438
C: -4.00 -0.56 2.80  -0.2008
C: -5.19 0.02 2.37  -0.0109
C: -6.36 -0.18 3.08  -0.0768
C: -6.36 -0.97 4.23  -0.1033
C: -5.17 -1.54 4.67  -0.0903
C: -4.00 -1.35 3.95  -0.0368
C: -2.18 0.92 2.17  -0.2466
N: -0.99 1.30 1.57  0.0591
C: -0.66 2.48 2.11  -0.2158
C: 0.64 3.08 1.97  -0.0869
C: 0.81 4.46 2.50  -0.2023
C: 0.21 5.51 1.82  -0.0127
C: 0.34 6.81 2.28  -0.0806
C: 1.06 7.07 3.44  -0.1044
C: 1.66 6.03 4.13  -0.0920
C: 1.53 4.73 3.66  -0.0433
C: 1.71 2.40 1.47  -0.2806
C: 3.09 2.87 1.53  0.0177
C: 3.86 1.89 1.02  0.0195
C: 2.95 0.85 0.55  -0.2470
N: 1.67 1.16 0.86  0.0027
C: -1.67 2.93 3.02  0.0100
C: -2.61 1.95 3.06  0.0196
N: -1.30 -1.29 0.24  0.0778
C: -0.52 -4.28 -1.90  -0.1694
C: -1.23 -4.86 -2.94  -0.0050
C: -1.20 -6.23 -3.13  -0.0775
C: -0.47 -7.04 -2.27  -0.1025
C: 0.24 -6.47 -1.22  -0.0831
C: 0.21 -5.10 -1.04  -0.0427
H: 8.68 -1.06 -0.59  0.0939
H: 7.38 -0.24 -2.54  0.0983
H: 4.95 0.13 -2.33  0.1225
H: 5.09 -1.15 1.74  0.1196
H: 7.53 -1.51 1.55  0.0965
H: 4.06 -2.66 -1.53  0.1144
H: 2.03 -3.80 -2.80  0.1275
H: -2.39 -4.40 -0.09  0.1088
H: -3.68 -3.01 1.82  0.1067
H: -5.17 0.63 1.47  0.1081
H: -7.28 0.27 2.74  0.1003
H: -7.27 -1.12 4.79  0.0939
H: -5.16 -2.15 5.56  0.0965
H: -3.07 -1.79 4.28  0.1224
H: -0.35 5.30 0.92  0.1272
H: -0.13 7.62 1.74  0.1000
H: 1.16 8.09 3.80  0.0940
H: 2.22 6.22 5.03  0.0963
H: 1.99 3.90 4.21  0.1197
H: 3.40 3.82 1.93  0.1114
H: 4.93 1.87 0.90  0.1115
H: -1.64 3.85 3.58  0.1091
H: -3.50 1.91 3.66  0.1155
H: -1.78 -4.21 -3.61  0.1200
H: -1.76 -6.67 -3.94  0.0982
H: -0.45 -8.11 -2.42  0.0937
H: 0.81 -7.09 -0.55  0.0982
H: 0.76 -4.65 -0.21  0.1304
Br: 0.86 2.65 -1.76  0.0748
C: -3.98 -0.46 -1.83  -0.1156
S: -3.34 1.17 -1.53  0.4400
O: -3.70 1.98 -2.68  -0.3189
O: -3.86 1.61 -0.26  -0.3199
O: -1.86 0.96 -1.47  -0.4894
H: -5.05 -0.38 -1.96  0.0655
H: -3.74 -1.08 -0.96  0.0462
H: -3.50 -0.86 -2.72  0.0582
N: 1.12 0.13 -4.54  0.0330
C: -0.07 -0.24 -3.78  -0.1842
C: 0.03 -1.68 -3.31  -0.4454
O: 0.40 -2.49 -4.39  0.0450
O: -1.20 -2.09 -2.75  0.0305
H: 0.93 0.98 -5.04  0.0777
H: 0.86 -1.90 -5.00  0.0906
H: 1.86 0.36 -3.88  0.0613
H: -0.95 -0.21 -4.43  0.1471
H: -0.26 0.44 -2.96  0.0107

charge	-1
energy above the lowest of the compared OMol25 structures with the same formula, charge and spin	1.1712	eV
spin multiplicity	1
frontier orbital gap	0.2021	Ha
HOMO level	-4.362	eV

---

The following is a quantum chemistry calculation of a structure of composition C47H36F15GeN3O2PRbS2 in a non-equilibrium geometry, from the Open Molecules 2025 dataset.

Each line ends with the Löwdin charge.
Atoms and positions in Å:
Rb: -0.50 1.07 -0.23  0.6681
O: -3.33 1.90 -1.10  -0.1148
C: -4.18 0.86 -1.55  -0.1814
C: -3.51 0.11 -2.67  -0.2625
C: -4.27 -0.48 -3.67  -0.0208
C: -3.62 -1.25 -4.62  -0.0607
C: -2.25 -1.42 -4.54  -0.0487
C: -1.58 -0.79 -3.50  -0.1581
N: -2.19 -0.03 -2.59  0.0772
H: -3.72 2.31 -0.32  0.0868
H: -5.14 1.26 -1.89  0.1243
H: -4.38 0.16 -0.73  0.1162
H: -5.34 -0.33 -3.71  0.1127
H: -4.19 -1.72 -5.42  0.1079
H: -1.71 -2.03 -5.24  0.1063
H: -0.51 -0.91 -3.38  0.0793
N: -2.45 2.22 3.20  -0.1335
P: -1.65 0.71 2.89  1.0076
C: -1.35 0.11 4.58  -0.3607
C: -0.03 0.10 5.02  -0.0964
C: 0.28 -0.31 6.31  -0.0736
C: -0.73 -0.72 7.17  -0.0788
C: -2.05 -0.72 6.74  -0.0788
C: -2.36 -0.31 5.45  -0.0853
C: -3.05 -0.32 2.35  -0.3810
C: -2.76 -1.61 1.91  -0.1100
C: -3.77 -2.43 1.43  -0.0636
C: -5.08 -1.97 1.38  -0.0881
C: -5.37 -0.68 1.80  -0.1009
C: -4.37 0.14 2.27  -0.1118
C: -1.89 3.43 2.78  -0.3968
C: -1.98 4.57 3.60  -0.0203
C: -1.42 5.75 3.14  -0.0700
C: -0.78 5.77 1.91  -0.0688
C: -0.75 4.60 1.18  -0.1308
N: -1.30 3.46 1.59  0.0589
H: -2.92 2.29 4.09  0.0978
H: 0.76 0.41 4.34  0.0886
H: 1.32 -0.32 6.64  0.1057
H: -0.48 -1.05 8.17  0.1046
H: -2.83 -1.05 7.41  0.1040
H: -3.39 -0.35 5.11  0.1051
H: -1.74 -1.97 1.90  0.0619
H: -3.52 -3.43 1.08  0.1111
H: -5.86 -2.61 1.00  0.1029
H: -6.39 -0.32 1.75  0.1026
H: -4.60 1.16 2.58  0.0921
H: -2.46 4.51 4.56  0.1094
H: -1.48 6.64 3.75  0.1087
H: -0.32 6.67 1.53  0.1015
H: -0.26 4.56 0.21  0.0996
F: 3.05 -3.78 2.96  0.1049
C: 3.13 -2.45 2.81  -0.2076
C: 2.68 -1.83 1.65  -0.1067
C: 2.87 -0.46 1.60  -0.2229
F: 2.50 0.23 0.51  0.0422
C: 3.42 0.28 2.63  -0.1491
F: 3.56 1.60 2.54  0.1211
C: 3.83 -0.38 3.78  -0.1426
F: 4.35 0.31 4.79  0.1270
C: 3.68 -1.75 3.87  -0.1402
F: 4.09 -2.39 4.97  0.1240
Ge: 1.86 -2.71 0.06  0.5708
S: -0.05 -1.98 -0.47  0.1020
C: 1.76 -4.65 0.43  -0.1383
C: 0.97 -5.07 1.48  -0.2430
F: 0.39 -4.17 2.29  0.0801
C: 0.74 -6.41 1.76  -0.1379
F: -0.02 -6.77 2.80  0.1215
C: 1.31 -7.37 0.96  -0.1326
F: 1.10 -8.67 1.21  0.1292
C: 2.10 -7.00 -0.11  -0.1393
F: 2.65 -7.93 -0.90  0.1203
C: 2.31 -5.65 -0.36  -0.2088
F: 3.08 -5.34 -1.42  0.0929
C: 3.38 -2.42 -1.19  -0.1183
C: 3.36 -1.65 -2.33  -0.2141
F: 2.24 -1.03 -2.74  0.0614
C: 4.48 -1.45 -3.12  -0.1365
F: 4.42 -0.68 -4.21  0.1090
C: 5.68 -2.04 -2.76  -0.1326
F: 6.77 -1.85 -3.51  0.1314
C: 5.75 -2.82 -1.62  -0.1382
F: 6.90 -3.39 -1.28  0.1268
C: 4.60 -2.99 -0.87  -0.2287
F: 4.71 -3.77 0.22  0.0988
C: 3.43 2.34 -6.00  -0.1005
C: 2.12 1.99 -5.31  -0.2958
C: 2.00 2.70 -3.97  -0.3471
S: 0.54 2.17 -3.06  0.8877
O: 0.63 2.81 -1.69  -0.7283
C: -0.76 3.04 -3.98  -0.3107
C: -1.30 4.26 -3.24  -0.2807
C: -0.34 5.44 -3.21  -0.1035
H: 3.51 1.82 -6.96  0.0759
H: 4.28 2.04 -5.39  0.0729
H: 3.51 3.41 -6.19  0.0768
H: 2.06 0.91 -5.14  0.1031
H: 1.28 2.26 -5.95  0.0998
H: 1.96 3.79 -4.06  0.0966
H: 2.82 2.44 -3.30  0.1037
H: -1.54 2.31 -4.15  0.0776
H: -0.34 3.32 -4.95  0.0845
H: -1.57 3.97 -2.23  0.0891
H: -2.23 4.54 -3.74  0.1151
H: 0.57 5.19 -2.66  0.0618
H: -0.80 6.30 -2.73  0.0741
H: -0.05 5.74 -4.22  0.0773

charge	0
energy above the lowest of the compared OMol25 structures with the same formula, charge and spin	0.0000	eV
spin multiplicity	1
frontier orbital gap	0.2788	Ha
HOMO level	-7.582	eV

---

The following is a quantum chemistry calculation of a structure of composition C47H37F8N4O2PrS in a non-equilibrium geometry, from the Open Molecules 2025 dataset.

Each line ends with the Löwdin charge.
Atoms and positions in Å:
Pr: 0.16 0.96 -0.04  0.8219
C: -1.75 -5.66 3.17  -0.0343
C: -1.88 -4.40 2.36  -0.2827
C: -2.71 -4.21 1.29  0.0062
C: -2.77 -2.94 0.57  -0.0739
C: -3.70 -3.04 -0.48  -0.0443
N: -4.18 -2.22 -1.36  0.0872
C: -3.63 -0.90 -1.79  -0.1626
C: -4.63 0.18 -1.79  -0.1663
C: -5.01 0.81 -0.46  -0.1282
N: -4.01 1.75 -0.03  0.0724
C: -3.99 3.01 -0.34  0.0095
C: -2.95 3.95 -0.09  -0.1214
C: -3.13 5.33 -0.46  0.0100
C: -2.09 6.22 -0.38  -0.2278
C: -2.26 7.70 -0.81  -0.0411
C: -0.85 5.71 0.13  0.0321
C: -0.65 4.46 0.64  -0.1022
C: 0.59 4.16 1.45  -0.0255
N: 1.10 2.95 1.54  -0.0064
C: 2.16 2.76 2.53  -0.2020
C: 2.19 1.38 3.13  -0.1457
C: 0.84 0.78 3.53  -0.2170
N: 0.07 0.08 2.54  -0.0264
C: -0.16 -1.13 2.78  -0.0977
C: -1.04 -2.16 2.09  -0.0777
C: -1.02 -3.36 2.73  -0.0041
C: -1.87 -1.82 0.90  -0.2673
O: -1.78 -0.70 0.38  -0.1136
C: -1.80 3.57 0.60  -0.2965
O: -1.75 2.36 1.09  -0.1584
H: -0.93 -6.25 2.88  0.0633
H: -2.62 -6.29 3.14  0.0776
H: -1.50 -5.26 4.16  0.0808
H: -3.51 -4.95 1.16  0.1212
H: -4.18 -4.00 -0.49  0.1263
H: -5.01 -2.47 -1.93  0.1735
H: -3.30 -1.03 -2.82  0.1356
H: -2.77 -0.58 -1.21  0.0754
H: -5.53 -0.16 -2.23  0.1011
H: -4.13 0.97 -2.38  0.1263
H: -5.19 0.11 0.33  0.1273
H: -5.82 1.50 -0.66  0.1205
H: -3.17 1.41 0.43  0.1126
H: -4.91 3.40 -0.75  0.1414
H: -4.10 5.69 -0.88  0.1300
H: -2.30 8.35 0.02  0.0544
H: -3.14 7.92 -1.44  0.0784
H: -1.42 7.96 -1.46  0.0790
H: -0.05 6.40 0.24  0.1164
H: 1.07 4.96 2.06  0.1455
H: 2.20 3.58 3.24  0.1241
H: 3.09 2.82 1.96  0.0912
H: 2.77 1.56 3.98  0.1023
H: 2.60 0.66 2.42  0.1159
H: 0.16 1.66 3.92  0.1614
H: 0.97 0.10 4.41  0.1141
H: 0.13 -1.47 3.82  0.1331
H: -0.37 -3.56 3.58  0.1314
F: 6.15 4.74 1.24  0.1132
C: 5.18 4.36 0.38  -0.1454
C: 4.85 3.03 0.42  -0.2051
F: 5.51 2.14 1.14  0.1328
C: 3.79 2.54 -0.27  -0.2953
F: 3.48 1.28 -0.08  0.0993
C: 2.93 3.31 -1.10  -0.4921
S: 1.46 2.73 -1.87  0.6788
C: 3.36 4.66 -1.16  -0.1936
F: 2.44 5.52 -1.73  0.0339
C: 4.40 5.14 -0.41  -0.1922
F: 4.65 6.43 -0.44  0.1284
C: -1.30 1.32 -2.11  -0.1488
C: -0.75 0.72 -3.04  -0.2044
C: -0.24 -0.28 -3.96  -0.2094
C: 0.61 -1.26 -3.46  -0.0283
C: 1.00 -2.41 -4.17  -0.0824
C: 0.51 -2.58 -5.42  -0.1209
C: -0.22 -1.55 -6.06  -0.1096
C: -0.61 -0.44 -5.37  -0.0294
H: 0.85 -1.16 -2.45  0.0573
H: 1.56 -3.25 -3.73  0.1133
H: 0.66 -3.44 -6.11  0.1128
H: -0.41 -1.62 -7.09  0.0790
H: -1.19 0.35 -5.89  0.1105
F: 5.53 -7.06 2.05  0.1354
C: 4.91 -6.88 0.88  -0.5634
F: 5.84 -6.82 -0.08  0.1497
F: 4.22 -8.08 0.75  0.0789
C: 3.95 -5.73 0.86  -0.1334
C: 2.76 -5.87 0.20  -0.0155
C: 1.96 -4.75 -0.02  -0.0028
C: 2.34 -3.56 0.59  -0.2477
C: 3.51 -3.44 1.37  -0.0072
C: 4.41 -4.51 1.46  0.0265
C: 1.59 -2.38 0.35  -0.1230
C: 1.21 -1.23 0.22  -0.1184
H: 2.53 -6.81 -0.21  0.1101
H: 1.13 -4.77 -0.66  0.1021
H: 3.69 -2.49 1.85  0.1122
H: 5.22 -4.52 2.18  0.1174

charge	0
spin multiplicity	3
frontier orbital gap (alpha / beta)	0.2304 / 0.2306	Ha
HOMO level (alpha / beta)	-7.083 / -7.088	eV

---

no.,calculated total energy (a.u.)
1,-2919.9215
2,-6195.8818
3,-6864.0982
4,-3896.6639